The following is a DFT calculation (the ωB97M-V functional and the def2-TZVPD basis) of a 2-piece molecular cluster, C23H25N3O6 overall at a distorted geometry.

Structure (XYZ):
```
57
Properties=species:S:1:pos:R:3:forces:R:3
O -0.557 -3.116 5.474 -0.3412 1.4281 -0.3778
O 2.624 0.980 1.134 0.1635 -0.7837 0.4616
O -5.106 2.230 -1.553 0.2601 -0.2062 0.4754
O -2.205 4.062 1.439 -0.3202 0.0534 -0.4493
O -3.459 -0.431 1.725 -0.3423 0.2717 -0.2793
O 2.381 -1.257 0.690 -0.3405 0.7332 -0.9693
N -3.670 3.183 -0.062 0.1177 -1.1856 0.5694
N 1.310 1.641 -1.316 0.0935 -0.3097 0.3743
N -4.271 0.873 0.070 0.8642 1.0263 0.5325
C 2.892 -1.402 1.995 0.4046 0.3054 1.1996
C -2.805 3.084 1.032 0.2924 0.9781 0.0919
C -3.831 4.465 -0.694 -0.0676 0.6369 -0.2886
C 0.481 1.794 -2.406 0.2135 0.0655 0.3154
C -1.425 0.374 4.813 0.0573 0.3913 -0.7851
C -0.371 -4.273 4.698 0.0483 -0.3002 -0.0762
C -3.453 0.659 1.182 -0.1294 -0.9987 0.3057
C -1.778 1.679 2.716 -0.4884 -0.3382 -0.4204
C -2.634 1.777 1.665 0.2466 -0.2409 0.0768
C 0.102 3.035 -2.837 0.1797 0.0243 0.0931
C -5.109 -0.213 -0.365 -0.4403 -0.4525 -0.4254
C 0.568 4.163 -2.188 -0.0840 0.6352 -0.0249
C -1.139 -0.800 5.456 0.1710 -0.9611 0.3755
C 1.768 2.771 -0.684 0.2171 -0.1286 0.1144
C 3.091 -2.858 2.376 -0.0866 -0.0836 -0.5376
C -1.406 0.451 3.415 0.2249 -0.4978 0.0369
C -4.390 2.104 -0.577 -0.3322 -0.1357 -0.4245
C -0.751 -1.874 3.350 0.3234 -0.8076 0.5910
C 1.416 4.020 -1.107 -0.5020 0.1031 -0.6059
C -0.807 -1.960 4.745 0.0047 -0.0022 0.2861
C 1.637 0.367 -0.866 -0.1449 -0.9134 -0.2816
C 2.249 0.083 0.373 -0.0006 1.1769 -0.0765
C -1.035 -0.701 2.709 -0.3461 0.9369 0.0806
H -2.872 4.797 -1.085 0.0316 0.1343 0.0264
H -0.555 3.132 -3.685 -0.0983 -0.1402 -0.1256
H 2.420 2.638 0.160 -0.0626 -0.3705 -0.0842
H 3.832 -0.836 2.044 -0.1681 -0.2473 0.2466
H -4.806 -1.133 0.136 0.0423 0.3116 -0.0409
H -1.028 -0.664 1.633 0.1852 -0.0639 -0.1411
H -0.496 -2.740 2.769 0.0877 -0.1395 -0.2112
H 0.271 5.146 -2.519 -0.0346 0.0770 -0.0671
H -6.143 0.010 -0.111 -0.1331 -0.0882 -0.0967
H 3.967 -3.281 1.885 0.0299 0.0131 -0.0286
H -1.709 1.246 5.376 -0.0103 0.1714 0.2285
H -0.277 -5.129 5.367 -0.0159 0.2115 0.0861
H 1.799 4.891 -0.602 0.0959 -0.0075 0.1842
H -1.334 2.604 3.058 -0.0330 0.1733 0.0166
H 1.353 -0.470 -1.473 -0.3060 0.1002 -0.3772
H -1.235 -4.424 4.051 0.0333 -0.1493 -0.1576
H 0.121 0.906 -2.896 0.1434 -0.2631 0.1838
H 2.236 -3.455 2.060 -0.1357 -0.0121 0.0342
H 0.542 -4.183 4.109 0.0443 -0.1379 -0.1796
H -4.550 4.383 -1.509 0.1465 -0.1247 0.1913
H -1.187 -0.860 6.528 0.0030 -0.0042 0.2867
H 3.214 -2.992 3.452 0.0025 0.2369 -0.0291
H -5.020 -0.330 -1.442 -0.0909 0.0215 0.0016
H -4.192 5.185 0.037 0.0905 0.0924 -0.0065
H 2.184 -0.901 2.670 0.2362 -0.2155 0.1013
```
Forces are in eV/Å.

Computed properties:
E_HOMO in eV: -7.24
Kohn-Sham gap in eV: 6.576
LUMO in eV: -0.669
Maximum force in eV Å⁻¹: 1.516